1.
Here is an isolated molecule of C13H18ClNOS from the OMol25 dataset. Energies are from wB97M-V/def2-TZVPD.

```
35
Properties=species:S:1:pos:R:3:forces:R:3
Cl -1.9752 -6.7025 1.3304 0.41 0.47 0.22
O 1.1071 0.9049 -1.0021 -1.14 -2.25 0.88
S 2.0159 -2.8139 -1.5151 1.26 0.93 -1.03
C -0.9729 6.9906 0.8876 1.55 -3.97 -1.10
C -0.6336 5.7050 0.3212 -0.08 5.24 0.75
C -1.1793 -5.2494 -0.7236 -0.51 0.08 -2.87
C 0.2185 -5.0881 1.1672 1.97 -1.19 3.52
C -0.3145 -4.4713 -1.4773 2.05 1.30 2.38
C 1.2257 -4.3827 0.5214 -1.53 0.40 -0.74
C -0.8624 -5.5653 0.5591 -2.38 -1.13 -0.18
C 0.8909 -3.9409 -0.7653 -1.82 -0.55 -1.43
N -0.1899 3.3438 0.5789 0.40 -0.31 -0.84
C -0.8835 4.4890 1.1912 0.17 -0.37 0.20
C 0.4255 -0.4461 -1.2671 0.59 2.14 0.35
C 1.0817 1.2269 0.4184 2.66 1.46 -0.68
C 1.1486 -1.3460 -2.2815 -1.11 0.82 0.26
C -0.1131 1.9238 0.9794 -2.38 -0.81 1.59
H -1.4268 6.8434 1.8800 0.16 0.64 -0.36
H -0.6479 8.0282 0.6046 -0.64 -1.47 -0.24
H -0.1448 5.6467 -0.7075 -0.63 -0.14 1.59
H -2.0822 -5.6769 -1.1988 0.63 0.32 0.38
H 0.2891 -5.4205 2.2465 0.47 0.56 -1.30
H -0.5101 -4.1791 -2.5057 0.06 -0.07 0.25
H 2.1484 -4.1663 1.0436 -0.11 0.43 -0.21
H -0.2253 3.4090 -0.4528 -0.01 -0.19 1.04
H -2.0072 4.4474 1.2189 0.76 -0.58 0.51
H -0.4297 4.7076 2.2258 -0.95 -0.53 -1.42
H -0.6132 -0.2098 -1.6015 0.81 -0.14 0.17
H 0.3843 -1.0413 -0.3677 -0.22 0.28 0.70
H 1.9107 2.0004 0.6078 -0.83 -1.02 -0.75
H 1.4329 0.3850 1.0181 -0.56 -0.36 -0.11
H 0.2670 -1.6591 -2.8257 0.31 -0.76 -0.78
H 1.7682 -0.7014 -2.9668 -0.09 -1.22 0.79
H -0.0496 1.6807 2.1062 0.09 1.34 -1.36
H -1.0533 1.3280 0.7521 0.65 0.65 -0.20
```
Positions in Å, forces in eV/Å.

Summary:
E_LUMO ... 0.54 eV
Multiplicity ... 1
SMILES string ... C=CCNCCOCCSc1ccc(Cl)cc1
Relative energy (zero: lowest compared OMol25 entry of this formula, charge and spin) ... 19.2 kcal/mol
Charge ... 0
HOMO ... -8.4213 eV

***

2.
Here is a structure of composition C24H60F12N2O28S4 from the OMol25 dataset. Energies are from wB97M-V/def2-TZVPD.

```
130
Properties=species:S:1:pos:R:3:forces:R:3
C 0.6286 11.4631 38.2102 0.08 2.31 -2.17
F -0.2592 11.2556 39.1132 -1.30 -1.24 2.12
F 1.0343 12.7651 38.4396 0.33 -1.43 -0.70
F 1.6417 10.6180 38.2855 0.03 0.27 0.23
S -0.3405 11.2850 36.5652 0.73 -1.11 -2.88
O -0.4845 9.8410 36.3860 1.72 0.77 0.05
O -1.6408 11.8542 36.6987 -0.40 0.73 1.08
N 0.6628 12.0716 35.3822 -3.63 -1.35 2.84
S 0.1198 13.6035 35.2567 2.20 0.46 -0.44
O -0.9855 14.1341 36.0333 0.43 -0.24 -1.41
O 1.3637 14.3297 35.4040 -0.54 1.07 -0.89
C -0.3643 13.6429 33.2734 2.95 -0.36 0.23
F -1.5688 13.3248 33.0563 -4.14 -0.31 0.47
F -0.1829 14.8752 32.7063 0.37 -0.54 0.67
F 0.2987 12.7150 32.5399 0.82 1.16 0.96
C 1.3161 12.7680 29.1274 2.00 0.90 1.99
F 1.2585 14.1787 29.1764 -0.58 -3.04 0.26
F 0.2476 12.1466 29.6597 0.50 1.30 -0.61
F 1.4711 12.4077 27.8794 -0.47 -0.08 -0.96
S 2.9153 12.0668 30.0699 -0.48 -0.88 2.04
O 2.5690 10.7417 30.4945 -0.84 0.23 -0.66
O 4.0690 12.1214 29.1758 -1.42 0.68 0.53
N 2.9151 12.9785 31.5547 -1.19 -2.01 -3.23
S 3.9257 14.0484 31.1673 1.74 5.47 0.64
O 5.2737 13.6676 31.4501 1.62 -0.14 0.08
O 3.7257 14.8004 29.9181 0.05 -0.65 1.04
C 3.7112 15.5103 32.5249 1.16 -2.13 -3.83
F 4.6496 16.4910 32.1946 -1.37 -0.17 0.07
F 2.4696 15.9664 32.4226 0.33 0.77 0.90
F 4.0798 15.0841 33.6751 -0.55 -0.04 1.72
C -0.1894 9.2168 31.8224 -2.14 -0.68 -0.29
C -0.9100 7.8156 32.0283 1.54 0.29 0.47
O -0.1342 7.0082 32.9254 -0.20 -0.04 0.09
O 0.0901 9.9434 32.9700 0.58 -0.45 0.87
H -1.0285 9.7698 31.4003 0.02 0.20 -1.27
H 0.6912 9.2447 31.1805 -0.11 -0.37 0.03
H -1.0584 7.2134 31.1320 0.23 0.52 -0.67
H -1.9157 7.9389 32.4301 -0.08 0.50 0.30
H -0.7518 6.3990 33.3365 0.17 -0.09 0.17
H -0.4684 9.6377 33.6886 0.08 0.03 0.39
C -0.1853 17.5736 31.1239 0.46 0.96 -0.73
C -1.4265 18.3578 31.5401 0.04 -1.68 0.60
O -2.2140 18.6139 30.4213 -0.58 1.06 -0.94
O 0.8020 18.5632 30.6371 -0.82 -1.08 0.10
H -0.4397 16.9826 30.2441 -0.11 0.16 -0.14
H 0.1745 16.8132 31.8170 0.42 0.76 0.43
H -1.1550 19.2558 32.0950 0.07 0.15 0.07
H -2.1047 17.7550 32.1441 0.35 -0.12 0.47
H -1.7135 19.2209 29.8712 0.04 0.03 -0.32
H 1.1150 19.0427 31.4076 0.09 -0.39 0.32
C 2.8744 14.3134 25.8376 1.06 0.20 0.02
C 4.3772 14.4733 26.1114 -0.54 -1.38 2.17
O 4.8004 15.6597 26.7810 -1.06 0.36 -1.66
O 2.5635 14.8610 24.5990 -1.08 1.75 -1.79
H 2.3712 14.7532 26.6986 -0.45 0.30 -0.28
H 2.4930 13.3097 25.6496 0.82 -0.72 1.47
H 4.9361 14.2218 25.2100 0.24 0.16 -0.05
H 4.4540 13.7073 26.8831 0.81 -0.69 -0.16
H 5.5006 15.4643 27.4080 0.14 -0.16 0.32
H 2.5208 14.1266 23.9822 -0.04 0.33 -0.06
C -0.8374 12.0923 25.0608 0.17 -0.04 -0.28
C -0.3054 10.7629 25.7036 -0.73 2.63 -1.21
O -0.9762 9.8145 24.9423 0.04 -1.97 0.03
O -2.2084 12.2705 25.4029 0.35 0.00 0.29
H -1.0038 12.0488 23.9845 1.09 -0.70 -0.31
H -0.1546 12.9327 25.1864 -0.32 0.52 0.77
H -0.6274 10.7939 26.7446 0.17 -0.25 0.29
H 0.7805 10.6890 25.6458 -0.10 -0.33 -0.15
H -1.8680 10.1672 24.8993 -0.38 -0.14 -0.11
H -2.2631 12.2972 26.3610 -0.32 0.26 0.69
C 2.8601 16.6675 38.3907 0.47 0.27 0.36
C 3.9846 15.7837 37.7638 -1.56 0.57 0.36
O 4.0308 15.9088 36.3327 0.12 -0.39 0.97
O 1.5340 16.2027 38.3466 0.40 0.04 -0.44
H 2.9602 17.6631 37.9585 -0.13 0.32 -0.56
H 2.9933 16.8946 39.4484 0.64 -0.52 0.22
H 3.7366 14.7494 38.0025 0.06 -0.12 -0.35
H 4.9227 16.0217 38.2651 0.30 0.20 -0.22
H 4.1686 16.8170 36.0540 0.06 0.11 0.19
H 1.2806 16.1886 37.4207 -0.35 -0.48 -0.35
C 6.4329 11.9768 35.2507 -1.67 -0.12 1.08
C 5.4685 12.6904 36.2876 -0.25 -1.23 -0.44
O 4.3524 13.2062 35.6030 0.58 0.33 0.23
O 5.7835 10.7503 34.7979 0.81 1.10 0.99
H 7.4077 11.7977 35.7043 0.12 -0.27 0.15
H 6.5651 12.6678 34.4182 -0.10 0.04 -0.16
H 5.9404 13.3844 36.9831 0.70 0.82 -0.67
H 5.0242 12.0537 37.0526 0.38 -1.27 -0.26
H 4.3285 14.1392 35.8278 -0.50 0.33 -0.48
H 6.4743 10.1375 34.5354 -0.06 0.05 -0.24
C 4.9492 8.5146 31.7523 -0.91 -1.78 0.35
C 5.4067 9.7255 31.0747 0.60 2.21 -0.32
O 5.3156 10.8421 31.9685 0.12 -1.02 -0.48
O 3.5714 8.5253 32.1577 0.44 0.02 -0.64
H 5.4755 8.1662 32.6410 0.83 0.69 0.11
H 5.1141 7.7195 31.0252 -0.11 -0.38 -0.35
H 4.9320 9.9043 30.1099 -1.36 0.08 0.34
H 6.3756 9.5953 30.5928 1.06 -0.32 0.99
H 5.9400 11.5446 31.7730 -0.16 0.18 -0.40
H 3.3530 7.5906 32.1705 -0.50 0.06 0.22
C -0.9268 14.8620 27.6043 -0.12 -2.22 0.47
C -2.1504 14.2273 28.2877 1.77 -0.68 2.19
O -2.4534 12.8156 28.1480 0.04 0.33 -1.55
O -1.3518 15.3786 26.4210 -0.34 1.82 -1.88
H -0.1002 14.1849 27.3887 -0.30 -0.74 0.22
H -0.4358 15.5333 28.3088 -0.56 0.72 -0.01
H -3.0298 14.8548 28.1429 0.06 -0.10 0.05
H -1.7342 14.2362 29.2951 -0.89 0.62 0.65
H -2.6106 12.4102 29.0039 0.20 0.31 0.05
H -0.6519 15.9627 26.1198 -0.04 0.12 -0.47
C 3.8724 20.3587 32.0810 -0.20 0.64 -0.16
C 2.4634 20.3888 32.8155 2.36 -0.18 -1.20
O 2.0346 19.1262 33.2268 -0.78 -0.20 0.26
O 4.9083 19.7888 32.8298 0.10 -1.04 1.56
H 4.2831 21.3467 31.8730 -1.04 0.70 -0.31
H 3.7939 19.8363 31.1276 -0.46 -0.19 -0.09
H 1.7953 20.7060 32.0148 -0.23 0.39 0.13
H 2.4488 21.1181 33.6254 0.08 -0.02 0.14
H 2.7244 18.4768 33.3815 0.43 0.17 -0.12
H 5.7376 19.8044 32.3464 -0.19 -0.07 -0.14
C 6.9223 16.5059 29.8736 -1.55 -0.88 -1.94
C 6.9886 18.0374 29.8997 0.84 -1.19 2.19
O 7.8171 18.5473 28.8931 -0.16 0.68 -0.41
O 6.9917 15.9634 28.4670 0.18 0.78 2.34
H 5.9720 16.1524 30.2738 -0.13 0.15 -0.27
H 7.6350 16.0172 30.5379 0.62 0.23 -0.48
H 7.4937 18.1751 30.8557 0.30 0.33 0.49
H 6.1030 18.6514 30.0632 -0.76 -0.64 -0.85
H 7.5540 19.4692 28.9420 0.60 0.28 -0.78
H 7.6274 16.5444 28.0428 0.08 0.07 -0.33
```
Positions in Å, forces in eV/Å.

Summary:
E_LUMO ... 3.13 eV
Multiplicity ... 1
Charge ... -2
HOMO ... -4.5130 eV

***

3.
Here is a structure of composition C36H28N8O5STi from the OMol25 dataset. Energies are from wB97M-V/def2-TZVPD.

```
79
Properties=species:S:1:pos:R:3:forces:R:3
Ti -0.2031 -0.2452 0.0945 0.18 -0.14 -1.30
O 2.1649 3.0517 3.6710 -0.32 -0.11 -0.20
C 2.9839 1.9877 3.5933 -0.08 -0.14 -0.20
C 4.0385 1.9101 4.4995 0.14 -0.02 0.07
C 4.9111 0.8346 4.4803 -0.13 0.08 -0.02
C 4.7545 -0.1742 3.5380 0.15 -0.07 0.07
C 3.7118 -0.1059 2.6328 -0.11 0.06 -0.10
C 2.8018 0.9514 2.6501 0.46 -0.02 0.13
C 1.6376 0.8840 1.7533 -0.67 0.05 0.15
O 1.3827 -0.1926 1.1010 1.82 0.78 1.76
N 0.7724 1.8837 1.7962 0.48 0.40 0.48
N -0.3935 1.5605 1.1575 -0.04 0.02 0.30
C -1.4137 2.3633 1.3415 0.47 0.01 0.07
C -2.7222 2.0471 0.8654 -0.27 -0.27 -0.30
C -3.8065 2.9068 1.1011 0.10 -0.03 -0.03
C -5.0849 2.6009 0.6767 -0.10 0.15 0.04
C -5.3172 1.4029 0.0015 0.17 -0.12 -0.04
C -4.2705 0.5305 -0.2447 -0.21 -0.01 -0.08
C -2.9615 0.8226 0.1638 0.14 0.26 0.21
O -1.9937 -0.0060 -0.1001 -2.73 0.56 -0.08
H 1.4256 2.8727 3.0076 0.20 0.08 0.07
H 4.1487 2.7088 5.2230 -0.03 0.00 0.00
H 5.7059 0.7803 5.2158 0.04 0.01 -0.03
H 5.4404 -1.0122 3.5203 -0.02 0.00 -0.04
H 3.5693 -0.8680 1.8766 -0.03 -0.01 0.03
H -1.2650 3.2679 1.9300 0.02 0.00 -0.02
H -3.6234 3.8354 1.6334 0.02 -0.01 0.01
H -5.9020 3.2867 0.8711 0.02 -0.01 0.01
H -6.3175 1.1493 -0.3314 0.00 0.00 0.00
H -4.4310 -0.4091 -0.7601 0.03 0.01 0.00
C -0.9619 -1.9305 5.6363 -0.01 -0.08 0.02
C -1.2866 -3.0495 4.8750 0.04 0.09 0.08
C -1.2289 -3.0135 3.4957 0.06 0.14 -0.27
C -0.8450 -1.8368 2.8076 -0.06 -0.14 0.24
C -0.5167 -0.7172 3.5932 0.00 -0.02 -0.18
C -0.5725 -0.7727 4.9732 0.02 0.06 0.12
N -0.7921 -1.7587 1.4265 0.05 -0.73 -0.39
N -1.3099 -2.8232 0.8101 -0.35 -0.35 0.80
C -1.1878 -2.8482 -0.5476 0.22 0.06 -0.30
C -1.8428 -3.9018 -1.2188 0.09 0.12 0.05
C -1.7408 -4.0053 -2.5927 -0.01 -0.04 -0.03
C -1.0109 -3.0565 -3.3067 -0.01 0.04 -0.07
C -0.4051 -1.9940 -2.6294 0.14 -0.01 -0.04
C -0.4418 -1.8545 -1.2475 -0.41 -0.93 -0.15
H -1.0084 -1.9629 6.7189 0.02 0.01 -0.01
H -1.5816 -3.9687 5.3722 -0.01 -0.01 -0.03
H -1.4731 -3.8805 2.9036 -0.03 -0.06 -0.02
H -0.2297 0.2037 3.1063 -0.07 -0.07 0.10
H -0.3046 0.1068 5.5491 0.00 0.03 -0.05
H -2.4394 -4.5949 -0.6352 0.06 -0.06 -0.02
H -2.2355 -4.8185 -3.1161 0.00 0.00 0.00
H -0.9308 -3.1330 -4.3874 -0.02 0.01 0.00
H 0.1126 -1.2445 -3.2280 0.02 -0.01 0.03
N 4.2568 -1.4242 -7.1306 0.08 -0.07 0.02
C 3.8918 -0.9930 -5.8426 0.06 0.10 0.11
C 3.2348 -1.8533 -4.9678 -0.02 0.00 0.01
C 2.9457 -1.4480 -3.6732 -0.08 -0.10 0.00
C 3.2958 -0.1772 -3.2550 -0.14 0.25 0.31
C 3.9503 0.6871 -4.1151 -0.10 0.07 0.09
C 4.2476 0.2837 -5.4038 0.00 -0.08 -0.13
S 2.9256 0.3100 -1.5653 0.18 -0.24 0.06
O 3.3365 -0.8242 -0.7797 -0.11 -0.03 -0.06
O 3.6031 1.5620 -1.3168 -0.12 -0.02 -0.24
N 1.3144 0.4528 -1.4311 0.49 0.39 -0.52
C 0.6773 1.3923 -2.1572 -0.06 0.48 -0.39
N -0.6009 1.6049 -1.7610 0.47 -0.09 -0.17
C -1.3040 2.5065 -2.4136 -0.14 -0.11 0.12
C -0.7968 3.2258 -3.4889 -0.01 0.07 -0.01
C 0.5137 2.9393 -3.8282 0.03 -0.12 0.07
N 1.2529 2.0507 -3.1873 0.18 -0.14 0.02
H 3.6892 -2.1780 -7.4828 -0.06 0.03 -0.04
H 4.3489 -0.6787 -7.8009 -0.06 0.03 -0.04
H 2.9410 -2.8412 -5.3068 0.02 -0.01 0.04
H 2.4362 -2.1086 -2.9817 -0.01 -0.02 -0.05
H 4.2019 1.6743 -3.7521 -0.01 0.03 -0.05
H 4.7421 0.9609 -6.0934 0.06 0.00 0.05
H -2.3187 2.6596 -2.0542 -0.01 0.00 -0.03
H -1.3845 3.9638 -4.0155 -0.01 -0.01 0.00
H 1.0034 3.4397 -4.6618 -0.04 0.04 0.01
```
Positions in Å, forces in eV/Å.

Summary:
E_LUMO (alpha / beta) ... 4.23 / 4.23 eV
Multiplicity ... 3
Relative energy (zero: lowest compared OMol25 entry of this formula, charge and spin) ... 30.4 kcal/mol
Charge ... -2
HOMO (alpha / beta) ... -0.2502 / -2.0588 eV

***

Q: Which of these has the highest charge?
A: C13H18ClNOS